DFT (ωB97M-V with the def2-TZVPD basis set) results for a molecular structure, H22KrO11.

XYZ file:
```
34
Properties=species:S:1:pos:R:3:forces:R:3:nbo_charge:R:1
Kr 0.064303 -0.331603 0.213881 -0.077 0.012 -0.055 0.0018
O -2.052720 2.834802 0.932985 -0.223 -0.282 -0.029 -0.9353
H -1.472218 3.310847 0.339152 0.194 0.159 -0.125 0.4718
H -1.837877 3.174097 1.801859 0.080 0.119 0.172 0.4641
O 2.737333 -0.740151 3.174322 0.420 -0.152 -0.136 -0.9525
H 1.826598 -0.478158 3.309065 -0.480 0.297 -0.053 0.4851
H 2.730018 -1.692372 3.271536 0.105 -0.223 0.125 0.4586
O -1.854183 -3.486409 0.126239 -0.090 -0.097 0.122 -0.9299
H -1.087767 -3.169288 0.604011 0.298 0.033 0.188 0.4711
H -1.584476 -3.478991 -0.792144 0.062 -0.127 -0.284 0.4722
O -2.537111 -0.497943 -2.014359 -0.066 -0.098 0.251 -0.9482
H -2.236297 -1.397499 -2.142937 0.171 -0.239 -0.081 0.4803
H -3.167213 -0.352425 -2.720075 -0.316 0.138 -0.289 0.4933
O 2.673999 -2.365574 -0.505151 -0.027 0.038 -0.262 -0.9412
H 3.305660 -2.218208 0.198781 0.238 0.098 0.257 0.4793
H 1.928653 -2.784624 -0.074925 -0.162 -0.121 0.090 0.4664
O 0.281397 0.753636 3.188441 0.241 -0.044 0.126 -0.9630
H 0.349024 1.363840 3.922827 0.038 0.151 0.410 0.4835
H -0.640322 0.495793 3.174752 -0.412 -0.117 -0.211 0.4986
O -3.589774 -1.284493 0.672253 -0.357 0.279 0.520 -0.9706
H -2.926931 -1.974997 0.663692 0.031 -0.387 -0.166 0.4734
H -3.473249 -0.829602 -0.161851 0.098 0.248 -0.261 0.4787
O 2.754265 0.126504 -2.136817 0.229 0.128 0.326 -0.9547
H 3.688983 0.131720 -1.930663 0.213 0.039 -0.095 0.4833
H 2.359399 -0.407229 -1.447302 0.039 -0.440 0.325 0.4879
O 0.961701 0.655322 -3.957296 -0.353 -0.263 -0.709 -0.9891
H 1.515582 0.277004 -3.274410 0.501 0.069 -0.076 0.4769
H 0.298722 1.153936 -3.479718 -0.453 0.339 -0.036 0.4730
O 1.530660 2.786146 1.557873 0.012 0.344 -0.291 -0.9525
H 1.172720 2.069048 2.081190 -0.221 -0.473 0.029 0.4798
H 1.861882 3.411529 2.202403 0.194 0.218 0.047 0.4615
O -1.264968 1.823365 -2.607732 0.235 0.683 -0.249 -0.9575
H -1.528656 0.945313 -2.332546 -0.261 -0.528 0.217 0.4887
H -0.787136 2.176666 -1.857335 0.098 0.198 0.202 0.4654
```
Positions in Å, forces in eV/Å.

Values from the calculation:
Net charge: 0
Energy above the lowest of the compared OMol25 structures with the same formula, charge and spin: 27.8 kcal/mol
Lowest unoccupied orbital energy: -0.5 eV
DFT total energy: -97809.208 eV
F_max: 0.8 eV/Å
Kohn-Sham gap: 9.267 eV